Entry from the Open Molecules 2025 dataset: C8F24N4O16PbS8 as an isolated structure at a distorted geometry (the ωB97M-V functional and the def2-TZVPD basis).

Output
HOMO: -5.55 eV
Molecular weight: 1327.8 g mol⁻¹
Multiplicity: 1
Lowest unoccupied orbital energy: 0.1424 Eh
E: -204160.74477 eV
Net charge: -2
Relative energy (zero: lowest compared OMol25 entry of this formula, charge and spin): 547.0 kJ/mol

Each line ends with the Mulliken charge.
Positions of all 61 atoms, in Å:
Pb  -0.16  -0.03  0.29  3.477
C  -4.43  -1.49  -1.00  0.621
F  -4.25  -2.64  -0.44  -0.244
F  -3.75  -1.48  -2.12  -0.136
F  -5.79  -1.46  -1.17  -0.260
S  -3.72  -0.01  0.16  0.476
O  -3.05  0.82  -0.80  -0.366
O  -4.87  0.66  0.78  -0.569
N  -2.41  -0.69  1.09  -0.240
S  -3.13  -1.10  2.40  0.712
O  -3.04  -0.04  3.46  -0.640
O  -4.46  -1.72  2.35  -0.636
C  -1.95  -2.55  2.96  0.636
F  -1.96  -3.61  2.13  -0.231
F  -0.63  -2.12  2.94  -0.253
F  -2.16  -2.95  4.20  -0.223
C  1.57  -3.01  -2.44  0.620
F  2.01  -2.20  -3.43  -0.216
F  1.57  -4.26  -2.95  -0.224
F  2.42  -2.88  -1.39  -0.112
S  -0.25  -2.47  -1.99  0.322
O  -1.17  -3.36  -2.77  -0.569
O  -0.26  -2.58  -0.52  -0.273
N  -0.26  -0.70  -2.20  -0.530
S  -0.59  -0.47  -3.70  0.794
O  -0.31  -1.59  -4.62  -0.635
O  -1.92  0.17  -3.88  -0.626
C  0.75  0.89  -4.26  0.596
F  1.94  0.48  -4.68  -0.238
F  0.15  1.46  -5.35  -0.257
F  0.90  1.84  -3.31  -0.139
C  1.33  3.31  2.76  0.636
F  2.35  2.42  2.77  -0.187
F  1.49  4.08  3.85  -0.234
F  1.54  4.13  1.73  -0.240
S  -0.48  2.42  2.54  0.689
O  -0.25  1.06  2.98  -0.477
O  -1.49  3.03  3.40  -0.567
N  -0.71  2.30  0.77  -0.300
S  -1.62  3.48  0.53  0.676
O  -3.07  3.15  0.71  -0.638
O  -1.23  4.75  1.19  -0.634
C  -1.34  3.88  -1.38  0.654
F  -1.95  4.99  -1.81  -0.244
F  -0.05  4.12  -1.57  -0.242
F  -1.75  2.84  -2.08  -0.190
C  4.21  1.47  -0.08  0.717
F  3.38  2.35  -0.66  -0.181
F  5.47  1.64  -0.52  -0.228
F  4.26  1.69  1.23  -0.213
S  3.54  -0.32  -0.44  0.279
O  2.87  -0.13  -1.74  -0.296
O  4.66  -1.26  -0.44  -0.499
N  2.24  -0.60  0.76  -0.317
S  2.87  -1.03  2.06  0.712
O  4.35  -0.94  2.18  -0.621
O  2.23  -0.49  3.28  -0.593
C  2.62  -2.98  2.05  0.562
F  3.49  -3.51  1.20  -0.232
F  2.93  -3.45  3.28  -0.238
F  1.33  -3.30  1.71  -0.190


Entry from the Open Molecules 2025 dataset: C8H10BErF4N as an isolated structure at a distorted geometry (the ωB97M-V functional and the def2-TZVPD basis).

Output
HOMO (spin up / spin down): -3.31 / -3.31 eV
Molecular weight: 374.2 g mol⁻¹
Multiplicity: 4
Lowest unoccupied orbital energy (spin up / spin down): 0.1060 / 0.1061 Eh
E: -49124.55429 eV
Net charge: -1
Relative energy (zero: lowest compared OMol25 entry of this formula, charge and spin): 0.0 kJ/mol

Each line ends with the Mulliken spin population.
Positions of all 25 atoms, in Å:
C  -1.98  -0.06  -0.98  -0.010
C  -1.04  -0.27  -2.04  0.000
C  -0.38  0.97  -2.30  -0.009
C  -0.90  1.95  -1.39  0.005
C  -1.87  1.31  -0.56  -0.003
Er  0.31  0.26  0.02  3.024
C  0.55  -2.17  0.28  -0.010
C  -0.36  -1.95  1.41  -0.003
C  -1.24  -2.88  1.95  -0.002
N  -0.37  -0.58  1.90  -0.003
H  0.34  1.15  -3.10  0.000
H  -0.91  -1.20  -2.60  0.000
H  -0.63  3.01  -1.37  0.001
H  -2.48  1.79  0.21  0.000
H  -2.70  -0.79  -0.60  0.000
H  0.24  -2.95  -0.43  0.002
H  -0.88  -0.45  2.78  -0.001
H  1.63  -2.18  0.52  0.000
H  -1.29  -3.86  1.49  0.000
H  -1.90  -2.59  2.76  0.000
F  2.04  1.35  0.28  0.007
B  3.30  2.40  0.42  0.000
F  2.80  3.32  1.32  0.000
F  4.29  1.57  0.89  0.000
F  3.44  2.84  -0.88  0.000


The highest molecular weight belongs to which entry?
C8F24N4O16PbS8